Formula: C75H104N18O
Source: the Open Molecules 2025 dataset
Level of theory: wB97M-V/def2-TZVPD

For the molar mass, the calculation gives 1273.78 g mol⁻¹. The HOMO energy comes out at -0.2134 hartree. The value obtained for the largest force on an atom is 3.38 eV/Å. The calculation puts the LUMO energy at 0.2 eV. Its frontier orbital gap is 6.0 eV. As for the energy above the lowest of the compared OMol25 structures with the same formula, charge and spin: 1.7 kJ/mol.

```
! wB97M-V def2-TZVPD RIJCOSX def2/J DEFGRID3
* xyz 0 1
C 6.339 -18.255 17.698
C 6.717 -19.717 17.726
N 7.539 -20.049 18.970
C 6.897 -20.457 20.135
C 7.888 -20.756 20.997
N 9.082 -20.505 20.358
C 8.864 -20.094 19.131
C 10.431 -20.630 20.934
H 5.800 -17.893 16.799
H 7.196 -17.570 17.746
H 5.736 -18.020 18.629
H 7.400 -20.020 16.886
H 5.787 -20.227 17.705
H 5.847 -20.622 20.245
H 7.821 -21.129 22.009
H 9.613 -19.807 18.373
H 10.726 -19.659 21.324
H 11.227 -20.962 20.228
H 10.305 -21.286 21.795
C 11.825 -17.675 19.651
C 11.671 -17.109 18.212
C 12.569 -15.930 17.950
C 12.725 -15.575 16.477
C 13.106 -16.805 15.634
C 12.111 -17.928 15.834
N 12.025 -18.218 17.270
O 11.157 -19.301 17.499
C 12.571 -19.253 15.198
C 10.767 -17.630 15.205
C 10.191 -16.693 18.089
H 10.907 -18.286 19.817
H 11.843 -16.878 20.453
H 12.763 -18.240 19.683
H 13.623 -16.162 18.320
H 12.237 -15.081 18.590
H 13.345 -14.678 16.482
H 11.744 -15.094 16.182
H 14.151 -17.071 15.900
H 13.040 -16.685 14.571
H 11.808 -19.939 15.278
H 13.426 -19.652 15.697
H 12.754 -19.014 14.165
H 10.067 -18.432 15.554
H 10.893 -17.544 14.095
H 10.406 -16.665 15.617
H 9.827 -16.228 18.993
H 9.577 -17.588 17.988
H 10.049 -15.990 17.263
N 6.562 -14.006 19.326
C 6.763 -13.138 20.343
C 8.012 -12.578 20.127
C 8.527 -13.109 18.912
C 7.642 -14.030 18.412
H 5.757 -14.617 19.314
H 6.008 -13.095 21.149
H 8.515 -11.884 20.886
H 9.471 -12.772 18.494
H 7.651 -14.542 17.434
N 16.706 -20.041 20.856
C 15.777 -19.226 20.355
C 15.841 -19.340 18.988
C 16.807 -20.266 18.661
C 17.407 -20.722 19.846
H 16.823 -20.210 21.857
H 15.057 -18.725 20.964
H 15.195 -18.811 18.283
H 17.056 -20.498 17.661
H 18.149 -21.488 20.013
N 11.467 -11.093 15.958
C 12.252 -9.998 16.045
C 13.299 -10.191 16.892
C 13.183 -11.538 17.274
C 12.044 -12.040 16.736
H 10.569 -11.190 15.526
H 12.007 -9.111 15.492
H 14.099 -9.552 17.222
H 13.873 -11.978 17.954
H 11.619 -13.032 16.730
N 9.308 -20.757 14.201
C 9.403 -21.267 15.482
C 8.989 -22.563 15.430
C 8.575 -22.824 14.111
C 8.746 -21.721 13.361
H 9.581 -19.858 13.931
H 9.945 -20.729 16.228
H 8.927 -23.233 16.258
H 8.115 -23.734 13.677
H 8.740 -21.522 12.282
N 13.338 -21.445 12.376
C 14.277 -20.565 11.920
C 13.964 -20.290 10.631
C 12.909 -21.101 10.234
C 12.563 -21.841 11.350
H 13.325 -21.801 13.292
H 15.057 -20.125 12.561
H 14.525 -19.616 10.025
H 12.452 -21.360 9.311
H 11.879 -22.663 11.497
N 16.967 -16.974 16.914
C 16.956 -16.217 15.766
C 16.417 -14.957 16.052
C 16.120 -14.978 17.394
C 16.494 -16.198 17.954
H 17.293 -17.883 17.020
H 17.190 -16.595 14.812
H 16.148 -14.244 15.287
H 15.749 -14.178 17.983
H 16.453 -16.513 19.010
N 11.187 -18.693 11.552
C 9.786 -18.679 11.542
C 9.378 -17.317 11.556
C 10.517 -16.534 11.540
C 11.639 -17.397 11.486
H 11.709 -19.532 11.312
H 9.299 -19.629 11.543
H 8.349 -16.945 11.501
H 10.677 -15.452 11.434
H 12.698 -17.204 11.259
N 16.057 -16.012 11.974
C 17.405 -15.816 11.823
C 18.004 -17.057 11.665
C 16.967 -18.016 11.865
C 15.761 -17.346 11.958
H 15.288 -15.345 12.037
H 17.730 -14.806 11.767
H 19.127 -17.157 11.565
H 17.050 -19.090 11.875
H 14.762 -17.702 12.046
N 12.671 -21.846 18.032
C 13.852 -22.287 18.502
C 13.681 -23.492 19.199
C 12.286 -23.819 19.102
C 11.709 -22.768 18.386
H 11.753 -20.004 17.694
H 14.737 -21.703 18.294
H 14.450 -24.110 19.644
H 11.808 -24.739 19.394
H 10.666 -22.564 18.107
N 12.702 -18.252 24.655
C 13.020 -18.841 23.455
C 12.968 -20.216 23.596
C 12.498 -20.456 24.928
C 12.380 -19.214 25.600
H 12.472 -17.265 24.844
H 13.378 -18.315 22.577
H 13.264 -20.986 22.886
H 12.302 -21.468 25.259
H 11.983 -18.993 26.582
N 8.894 -14.871 22.214
C 10.012 -15.659 22.035
C 10.022 -16.692 22.987
C 8.768 -16.626 23.637
C 8.172 -15.409 23.228
H 8.602 -13.962 21.784
H 10.749 -15.318 21.334
H 10.824 -17.444 23.090
H 8.400 -17.290 24.338
H 7.239 -14.918 23.496
N 13.547 -13.758 13.976
C 13.593 -12.416 13.544
C 13.424 -12.378 12.200
C 13.240 -13.699 11.761
C 13.335 -14.554 12.902
H 13.649 -14.005 14.923
H 13.734 -11.517 14.145
H 13.571 -11.498 11.559
H 12.979 -13.836 10.729
H 13.110 -15.575 13.041
N 7.218 -15.647 14.168
C 6.006 -14.994 13.881
C 5.057 -16.035 13.770
C 5.703 -17.280 14.005
C 7.024 -16.992 14.309
H 8.104 -15.170 14.299
H 5.902 -13.973 13.564
H 4.036 -15.914 13.431
H 5.275 -18.277 14.048
H 7.734 -17.786 14.502
N 17.471 -19.828 14.801
C 18.004 -21.084 15.038
C 17.006 -21.946 15.408
C 15.824 -21.107 15.478
C 16.136 -19.858 15.054
H 17.841 -18.927 14.516
H 19.060 -21.300 14.933
H 17.115 -23.000 15.586
H 14.850 -21.494 15.771
H 15.454 -19.085 14.819
N 9.554 -12.779 13.414
C 8.692 -11.923 14.033
C 8.551 -12.399 15.321
C 9.320 -13.584 15.461
C 9.959 -13.782 14.237
H 9.860 -12.687 12.487
H 8.213 -11.026 13.557
H 7.944 -11.958 16.074
H 9.536 -14.117 16.382
H 10.668 -14.501 13.847
*
```